# C32H29INbO4

A structure of composition C32H29INbO4 in a non-equilibrium geometry (ωB97M-V with the def2-TZVPD basis set, the Open Molecules 2025 dataset).

Its highest occupied orbital energy is -4.87 eV. For the largest force on an atom, the calculation gives 2.50 eV Å⁻¹.

Structure (ORCA input):
```
! wB97M-V def2-TZVPD RIJCOSX def2/J DEFGRID3
* xyz -1 1
C 0.701 -5.222 4.729
Nb 1.874 -6.805 3.596
C 3.378 -5.303 2.660
C 2.799 -4.496 1.524
C 3.491 -3.178 1.204
I 2.763 -5.638 -0.295
H 1.140 -5.042 5.714
H -0.349 -5.480 4.855
H 0.743 -4.296 4.150
H 0.681 -6.740 2.177
H 2.596 -8.182 2.621
H 2.988 -7.378 4.963
H 0.761 -8.139 4.190
H 4.253 -5.858 2.317
H 3.706 -4.595 3.431
H 1.739 -4.297 1.677
H 2.788 -2.507 0.712
H 4.336 -3.296 0.533
H 3.845 -2.708 2.122
C 0.345 -1.162 4.815
C 1.415 -1.366 3.954
C 1.686 -0.453 2.950
C 0.885 0.667 2.788
C -0.210 0.861 3.639
C -0.468 -0.053 4.653
C -1.123 2.029 3.473
O -2.064 2.219 4.211
C -0.838 2.965 2.337
C -1.706 4.023 2.104
C -1.471 4.892 1.055
C -0.360 4.717 0.238
C 0.516 3.673 0.474
C 0.276 2.789 1.515
C 1.210 1.634 1.703
O 2.176 1.493 0.985
H 0.140 -1.882 5.596
H 2.044 -2.240 4.065
H 2.543 -0.596 2.307
H -1.317 0.121 5.299
H -2.564 4.137 2.752
H -2.159 5.705 0.864
H -0.184 5.392 -0.589
H 1.379 3.510 -0.157
C -3.288 3.849 -7.850
C -4.020 4.516 -6.875
C -3.788 4.261 -5.536
C -2.825 3.333 -5.165
C -2.094 2.659 -6.143
C -2.328 2.923 -7.486
C -1.057 1.640 -5.780
O -0.416 1.074 -6.637
C -0.859 1.355 -4.329
C 0.068 0.390 -3.958
C 0.280 0.114 -2.619
C -0.434 0.802 -1.647
C -1.363 1.761 -2.007
C -1.580 2.044 -3.348
C -2.587 3.085 -3.706
O -3.192 3.708 -2.863
H -3.469 4.052 -8.897
H -4.774 5.237 -7.163
H -4.341 4.769 -4.759
H -1.746 2.390 -8.224
H 0.612 -0.130 -4.733
H 1.003 -0.637 -2.328
H -0.261 0.588 -0.601
H -1.924 2.304 -1.258
*
```

---

# C9H12OSe

A cluster of 2 separate species, C9H12OSe in total in a non-equilibrium geometry (ωB97M-V with the def2-TZVPD basis set, the Open Molecules 2025 dataset).

As for the energy relative to the best compared isomer or geometry (same formula, charge and spin): 224.1 kJ/mol. Its highest occupied orbital energy is -7.48 eV. For the largest force on an atom, the calculation gives 5.00 eV Å⁻¹.

Structure (ORCA input):
```
! wB97M-V def2-TZVPD RIJCOSX def2/J DEFGRID3
* xyz 0 1
C -0.287 3.568 0.650
C -0.121 3.188 -0.723
C -0.726 2.616 1.557
C -0.513 1.936 -1.100
C -1.088 1.290 1.125
C -0.989 0.926 -0.183
C 0.265 -2.020 1.521
C 1.019 -2.857 -1.932
C 0.763 -2.042 0.126
O 0.875 -3.132 -0.540
Se -1.500 -0.808 -0.804
H -0.011 4.522 0.818
H 0.273 3.700 -1.579
H -0.775 2.984 2.668
H -0.531 1.467 -2.058
H -1.438 0.495 1.723
H -0.742 -2.472 1.616
H 0.814 -2.778 1.984
H 0.175 -1.088 1.971
H 0.618 -3.644 -2.383
H 2.131 -2.749 -1.952
H 0.536 -1.919 -2.292
H 1.256 -1.182 -0.213
*
```